Entry 1:
Density functional theory data (ωB97M-V/def2-TZVPD) for 2 unconnected molecules or ions with the total composition C2H3O4S2 at a distorted geometry.

Last column: Löwdin charge in e.
Cartesian coordinates (Å):
C1 -1.3655 -0.2321 -0.3223  -1.041
C2 2.0183 -0.3731 -0.0684  -0.179
O1 -0.6903 -1.1430 -0.7185  -0.133
O2 -4.0054 -1.3700 -0.7715  -0.519
O3 -3.6697 0.5299 0.7791  -0.423
O4 3.1769 -0.4820 0.0543  -0.004
S1 -1.1758 1.4203 -0.1868  0.557
S2 -3.2275 -0.8959 0.3324  0.762
H1 1.2253 -1.0745 0.2020  0.060
H2 1.6234 0.5256 -0.5156  0.038
H3 -2.8810 1.0821 0.8346  -0.118

Calculated values
**Kohn-Sham gap**: 7.4 eV
**Net charge**: -1
**Largest force on an atom**: 3.84 eV/Å

Entry 2:
Density functional theory data (ωB97M-V/def2-TZVPD) for a molecular structure, C2H3O4S2 at a distorted geometry.

Last column: Löwdin charge in e.
Cartesian coordinates (Å):
C1 0.3933 -2.0601 -0.4886  -0.969
C2 0.2316 0.8242 0.8813  -0.370
O1 1.3926 -1.4032 -0.2725  -0.102
O2 -2.2049 0.1471 -0.1391  -0.472
O3 -0.4016 0.6937 -1.7246  -0.462
O4 0.6207 2.0689 0.4840  -0.125
S1 -0.4792 -3.4111 -0.5898  0.589
S2 -0.7961 -0.0152 -0.4996  0.655
H1 -0.5126 1.0300 1.6751  0.090
H2 1.0620 0.1136 1.1773  0.086
H3 0.6942 2.0121 -0.5034  0.079

Calculated values
**Kohn-Sham gap**: 7.1 eV
**Net charge**: -1
**Largest force on an atom**: 3.42 eV/Å

Entry 3:
Density functional theory data (ωB97M-V/def2-TZVPD) for a single C2H3OP molecule at a distorted geometry.

Last column: Löwdin charge in e.
Cartesian coordinates (Å):
C1 1.4543 -0.1220 0.0624  -0.184
C2 0.0955 -0.2317 0.0154  -0.511
O1 2.5866 -0.0458 0.0090  0.262
P1 -1.2669 1.2875 0.1997  0.449
H1 -0.3196 -0.8802 -0.8289  0.111
H2 -0.2728 -0.4152 1.1175  0.068
H3 -2.2771 0.4074 -0.5750  -0.194

Calculated values
**Kohn-Sham gap**: 6.4 eV
**Largest force on an atom**: 1.96 eV/Å

Entry 4:
Density functional theory data (ωB97M-V/def2-TZVPD) for a single C2H3OP molecule at a distorted geometry.

Last column: Löwdin charge in e.
Cartesian coordinates (Å):
C1 0.2372 -0.1123 0.4946  -0.389
C2 -0.7768 -0.7795 -0.0397  -0.066
O1 1.6567 1.3060 -1.3616  -0.492
P1 0.8414 1.5121 -0.1640  0.809
H1 0.7016 0.0102 1.5206  0.053
H2 -1.3405 -0.4215 -0.8992  0.061
H3 -1.3196 -1.5151 0.4492  0.025

Calculated values
**SMILES string**: C=CP=O
**Kohn-Sham gap**: 8.7 eV
**Largest force on an atom**: 2.52 eV/Å

Entry 5:
Density functional theory data (ωB97M-V/def2-TZVPD) for 2 unconnected molecules or ions with the total composition C2H3OP at a distorted geometry.

Last column: Löwdin charge in e.
Cartesian coordinates (Å):
C1 0.5588 0.6834 1.5976  -0.326
C2 -0.2795 0.3362 0.6728  -0.063
O1 1.0911 1.1422 2.5651  0.107
P1 -0.6065 -1.0594 -1.7707  0.676
H1 0.8430 -1.1553 -1.3879  -0.169
H2 -1.3072 0.0316 0.9131  0.015
H3 -0.2997 0.0211 -2.5898  -0.239

Calculated values
**Kohn-Sham gap (spin up / spin down)**: 7.7 / 6.7 eV
**Largest force on an atom**: 3.04 eV/Å

Entry 6:
Density functional theory data (ωB97M-V/def2-TZVPD) for a single C2H3OPS molecule at a distorted geometry.

Last column: Löwdin charge in e.
Cartesian coordinates (Å):
C1 0.4953 -1.5347 0.8522  0.020
C2 0.5915 -0.3601 0.8113  -0.489
O1 -1.3748 0.3070 -1.4980  -0.497
P1 0.5524 1.4452 0.5938  0.549
S1 -1.3324 1.6282 -0.3872  0.509
H1 0.4450 -2.5981 1.1253  0.053
H2 -0.8803 -0.3079 -0.9986  -0.076
H3 1.5032 1.4204 -0.4987  -0.070

Calculated values
**SMILES string**: C#CPSO
**Kohn-Sham gap**: 9.7 eV
**Largest force on an atom**: 4.11 eV/Å

Entry 7:
Density functional theory data (ωB97M-V/def2-TZVPD) for a single C2H3OPS molecule at a distorted geometry.

Last column: Löwdin charge in e.
Cartesian coordinates (Å):
C1 -0.2722 -0.6270 0.0915  -0.787
C2 1.0378 0.2584 -0.3534  -0.036
O1 -0.1279 -1.6533 0.6717  -0.002
P1 -1.9431 -0.0550 -0.3777  0.469
S1 -2.3809 1.1187 1.0576  0.168
H1 1.7122 -0.5821 -0.6441  0.087
H2 0.6347 0.9368 -1.0695  0.035
H3 1.3395 0.6034 0.6239  0.066

Calculated values
**SMILES string**: CC(=O)P=S
**Kohn-Sham gap**: 7.1 eV
**Largest force on an atom**: 4.40 eV/Å

Entry 8:
Density functional theory data (ωB97M-V/def2-TZVPD) for a molecular structure, C2H3OPt at a distorted geometry.

Last column: Löwdin charge in e.
Cartesian coordinates (Å):
O1 0.0783 -0.6338 0.5117  -0.224
C1 0.3953 0.2957 -0.1386  -0.146
C2 0.6222 1.3784 -0.8136  0.154
H1 0.1830 1.4849 -1.8067  0.122
H2 -1.8997 -2.8209 1.0105  -0.049
H3 1.1634 2.1971 -0.3366  0.122
Pt1 -0.5426 -1.9014 1.5732  1.022

Calculated values
**Kohn-Sham gap (spin up / spin down)**: 9.1 / 8.0 eV
**⟨S²⟩**: 2.012
**Net charge**: +1
**Spin multiplicity**: 3
**Largest force on an atom**: 8.75 eV/Å

Entry 9:
Density functional theory data (ωB97M-V/def2-TZVPD) for a molecular structure, C2H3OSm at a distorted geometry.

Last column: Löwdin charge in e.
Cartesian coordinates (Å):
C1 -0.4080 -0.0626 -0.8362  -0.345
C2 0.2123 -0.6743 0.2685  -0.162
O1 0.0332 1.2441 1.6190  -0.811
Sm1 -0.8001 2.3013 -0.1495  1.193
H1 -0.2067 -0.5152 -1.8177  -0.006
H2 -0.1444 -1.6687 0.5946  0.070
H3 1.3138 -0.6246 0.3212  0.061

Calculated values
**Kohn-Sham gap (spin up / spin down)**: 5.9 / 6.9 eV
**⟨S²⟩**: 15.886
**Spin multiplicity**: 8
**Largest force on an atom**: 2.91 eV/Å

Entry 10:
Density functional theory data (ωB97M-V/def2-TZVPD) for a single C2H3P molecule at a distorted geometry.

Last column: Löwdin charge in e.
Cartesian coordinates (Å):
C1 0.9366 1.1007 -1.0899  -0.005
C2 0.2234 0.2622 -0.4340  -0.496
P1 -0.6066 -0.8606 0.7425  0.693
H1 1.4420 1.9363 -1.6067  0.027
H2 0.0480 -1.8246 1.4465  -0.145
H3 -2.0435 -0.6141 0.9417  -0.075

Calculated values
**SMILES string**: C#CP
**Kohn-Sham gap**: 8.7 eV
**Largest force on an atom**: 5.20 eV/Å

Entry 11:
Density functional theory data (ωB97M-V/def2-TZVPD) for 2 unconnected molecules or ions with the total composition C2H3P at a distorted geometry.

Last column: Löwdin charge in e.
Cartesian coordinates (Å):
C1 -0.0670 -1.8281 -0.5158  0.017
C2 0.2408 -0.8042 0.0584  -0.580
P1 0.7642 0.6391 1.0176  0.647
H1 -0.2216 -2.6973 -1.0521  -0.004
H2 -0.8179 1.6200 1.1901  0.000
H3 1.3518 1.2058 -0.3003  -0.079

Calculated values
**Kohn-Sham gap**: 9.5 eV
**Largest force on an atom**: 3.53 eV/Å

Entry 12:
Density functional theory data (ωB97M-V/def2-TZVPD) for a single C2H3PS molecule at a distorted geometry.

Last column: Löwdin charge in e.
Cartesian coordinates (Å):
C1 1.4909 -0.6406 -0.6740  0.010
C2 0.7151 -0.1848 0.2703  -0.613
P1 -0.9724 -1.0440 0.1369  0.459
S1 -2.1312 0.6867 -0.0627  0.230
H1 1.8858 -1.1797 -1.5018  0.023
H2 0.6177 0.7889 0.9881  0.083
H3 -1.6059 1.5734 0.8431  -0.192

Calculated values
**Kohn-Sham gap (spin up / spin down)**: 7.1 / 7.4 eV
**Largest force on an atom**: 3.11 eV/Å